No. 1
C21H22F10N4O6S3Ta as an isolated structure in a non-equilibrium geometry, computed with wB97M-V/def2-TZVPD.

Structure (XYZ):
```
67
Properties=species:S:1:pos:R:3:forces:R:3:nbo_charge:R:1
H 6.368 -0.722 0.807 0.1 0.0 0.0 0.267
C -1.834 0.766 4.263 0.3 -0.1 -0.2 -0.111
H 1.031 -2.511 -1.479 -0.1 0.0 0.2 0.224
F 2.925 -3.233 -0.515 0.1 0.1 0.0 -0.309
C 3.126 0.222 0.544 0.0 0.1 0.1 0.245
Ta -0.035 0.924 -0.386 -1.1 -0.6 3.7 2.337
C 5.311 -0.771 0.612 -0.4 -0.1 -0.1 -0.344
F 2.174 2.142 -4.005 0.0 0.3 0.0 -0.299
H -0.028 -0.115 5.051 0.1 0.0 0.1 0.244
O 0.227 2.577 0.558 0.7 -0.7 0.2 -0.785
H -3.239 -0.814 -1.101 0.0 -0.1 0.0 0.212
H -5.202 -1.152 0.223 -0.1 0.1 0.0 0.238
C 4.485 0.323 0.786 -0.2 -0.2 0.0 0.374
F 0.611 -1.884 -4.415 -0.4 0.3 0.0 -0.287
C 2.462 -0.925 0.073 1.4 0.3 0.4 0.059
C 0.491 3.797 0.174 0.6 1.7 -1.4 0.850
H -1.399 -4.366 0.881 0.0 -0.1 -0.1 0.211
F 5.447 -3.025 -0.005 -0.1 0.0 0.0 -0.283
S -2.429 1.518 0.353 0.5 -0.2 -0.8 -0.005
F 4.986 1.485 1.198 -0.1 0.0 0.0 -0.287
H 0.930 4.923 1.905 0.0 0.0 0.1 0.256
O -0.113 0.199 -2.192 -0.1 -0.8 0.0 -1.019
C 3.341 -2.025 -0.091 -0.1 -0.1 -0.1 0.312
O -0.383 4.275 -3.475 -0.1 0.3 -0.2 -0.811
H -2.282 -1.734 2.195 0.1 0.0 0.1 0.210
C 0.900 -0.592 -4.375 0.7 -0.3 0.4 0.771
C 0.067 0.168 2.941 0.2 -0.1 -0.2 0.072
O 0.966 3.996 -0.932 -0.1 0.8 1.5 -0.636
H -0.628 -2.191 1.806 0.0 0.1 0.1 0.200
F 1.264 -0.175 -5.564 -0.4 0.2 0.1 -0.270
C 0.541 -2.167 -0.562 -0.6 -0.2 -0.1 -0.243
H -2.007 -4.135 2.508 0.0 0.0 0.1 0.233
C 4.705 -1.936 0.175 -0.1 0.4 0.1 0.362
C -4.255 -1.277 0.739 0.3 -0.1 -0.3 -0.625
F 2.049 1.873 -1.875 -0.2 0.0 0.2 -0.323
N 1.108 -0.865 -0.160 -0.9 1.2 -0.2 -0.757
H -0.796 4.660 1.630 0.0 0.0 0.1 0.242
C -2.470 1.188 3.115 0.2 0.0 -0.3 -0.270
H -3.465 1.598 3.132 -0.2 0.1 0.0 0.247
F 2.570 3.814 -2.753 -0.6 -0.1 0.0 -0.253
C -3.184 -1.565 -0.308 -0.2 0.0 0.0 -0.224
N -0.545 0.574 1.820 -0.8 0.2 -0.3 -0.564
H 1.070 -0.223 2.828 0.0 0.0 0.0 0.224
H -4.043 -0.369 1.292 -0.1 0.0 0.1 0.206
O -0.766 2.506 -1.810 -0.1 -0.4 1.3 -0.961
C -0.543 0.238 4.173 -0.2 0.1 -0.1 -0.256
S -0.527 0.385 -3.614 0.0 -0.1 -2.0 2.253
F 1.921 -0.439 -3.516 0.0 0.0 -0.3 -0.310
C -1.666 -2.278 1.479 0.1 -0.2 0.1 -0.230
H 0.761 -2.890 0.231 0.0 0.1 -0.2 0.215
O -1.746 -0.268 -3.896 -0.3 -0.1 -0.3 -0.838
H -2.329 0.836 5.218 0.0 0.0 0.1 0.241
C 0.152 4.882 1.145 0.0 -0.2 0.0 -0.715
H -4.370 -2.102 1.434 0.0 -0.1 0.1 0.210
H -3.416 -2.534 -0.769 0.0 0.0 -0.1 0.192
C 1.803 2.770 -2.892 0.5 -0.4 -0.2 0.786
F 2.331 1.326 0.791 0.1 -0.7 -0.4 -0.302
C -0.958 -2.203 -0.849 0.2 0.0 0.0 -0.236
S -0.095 2.983 -3.015 1.0 -0.2 -1.2 2.288
H 0.110 5.837 0.632 0.0 0.0 -0.1 0.258
C -2.065 -3.760 1.489 0.1 0.4 0.0 -0.640
C -1.799 1.074 1.894 0.2 -0.3 0.5 0.100
N -0.343 1.839 -4.093 -0.3 -0.3 -0.1 -1.159
N -1.788 -1.589 0.186 0.4 0.2 -0.4 -0.425
H -1.180 -1.694 -1.787 -0.1 -0.3 0.1 0.216
H -1.224 -3.261 -0.989 0.1 0.1 -0.1 0.207
H -3.083 -3.902 1.139 -0.1 -0.1 -0.1 0.215
```
Forces are in eV/Å.

Summary:
- energy (Eh) = -3733.9172
- E_LUMO (eV) = -4.719
- highest occupied orbital energy (Ha) = -0.4193
- net charge = +1
- multiplicity = 1
- frontier orbital gap (hartree) = 0.246

No. 2
An isolated ion of composition C3H6ClN2 and charge +1 in a non-equilibrium geometry, computed with wB97M-V/def2-TZVPD.

Structure (XYZ):
```
12
Properties=species:S:1:pos:R:3:forces:R:3:nbo_charge:R:1
H -1.921 0.548 -0.461 -0.5 0.3 0.3 0.428
C 1.074 -1.722 0.044 -1.1 -1.9 -0.4 -0.318
H -0.315 2.599 0.296 0.5 0.8 -0.3 0.448
H 1.914 -2.493 -0.027 -1.1 1.6 0.3 0.276
C 1.222 -0.402 0.010 -0.7 0.9 -0.1 -0.151
Cl 2.815 0.269 -0.023 -0.1 0.2 0.0 0.076
N -1.130 0.071 -0.069 -1.2 1.5 -0.3 -0.718
H -1.285 -0.910 0.108 0.6 0.1 -0.1 0.441
H 0.047 -2.250 0.049 1.8 1.1 0.0 0.213
C 0.029 0.681 -0.026 2.9 -4.6 0.7 0.553
H 1.389 1.991 -0.192 -0.4 1.2 0.6 0.458
N 0.390 1.924 0.049 -0.6 -1.2 -0.6 -0.705
```
Forces are in eV/Å.

Summary:
- energy (Eh) = -687.3388
- E_LUMO (eV) = -4.557
- highest occupied orbital energy (Ha) = -0.5325
- net charge = +1
- multiplicity = 1
- frontier orbital gap (hartree) = 0.365
- structure (SMILES) = C=C(Cl)C(N)=[NH2+]

No. 3
C22H29ORe as an isolated structure in a non-equilibrium geometry, computed with wB97M-V/def2-TZVPD.

Structure (XYZ):
```
53
Properties=species:S:1:pos:R:3:forces:R:3:lowdin_charge:R:1
C 1.207 -2.314 0.604 0.8 -1.5 0.0 -0.348
H 3.640 -1.133 1.290 0.1 0.0 0.0 0.083
C 3.563 -1.208 0.207 0.2 0.1 0.0 -0.014
C 1.383 -2.694 2.038 0.0 0.1 0.4 -0.006
H -0.973 -4.502 -0.028 -0.1 0.3 0.1 0.107
C 0.618 2.567 -3.541 0.4 -2.2 0.0 -0.064
H 1.897 -1.894 2.587 -0.2 -0.3 0.0 0.082
H -2.338 0.603 -1.990 -0.3 0.1 -0.1 0.080
C -2.090 2.208 -0.547 -2.1 -0.6 0.4 -0.526
H 0.161 4.703 -3.607 0.2 -0.4 0.2 0.120
O 1.723 1.078 2.111 -0.9 -1.7 -2.0 0.124
H 1.203 1.522 -0.737 -0.3 0.7 0.1 0.100
C -1.581 -0.129 0.484 -3.2 0.6 1.4 -0.225
H -0.166 -3.264 -3.357 -0.1 0.1 0.0 0.103
H -3.189 4.117 -0.743 0.1 -0.1 -0.2 0.093
H 0.985 2.532 -4.561 -0.1 0.0 0.0 0.114
H 2.843 -0.126 -2.576 0.0 -0.4 -0.1 0.088
C 0.409 -2.239 -1.577 0.5 -0.6 -0.5 -0.305
H -1.029 4.694 -1.416 -0.4 -0.2 -0.5 0.125
H -1.502 -0.550 1.500 -0.1 -0.1 -0.3 0.091
H -3.845 2.976 0.421 0.0 0.1 0.0 0.098
H -2.378 3.890 0.821 -0.1 0.0 -0.1 0.100
H -0.398 -1.507 -3.426 0.0 -0.1 0.1 0.079
H -1.772 1.778 1.541 0.9 -0.2 0.1 0.141
H 1.993 -1.271 -3.646 0.3 0.0 0.2 0.089
C -2.887 1.501 -1.677 -0.1 0.0 -0.2 0.002
H -2.264 -0.726 -0.147 0.3 0.6 0.0 0.086
C 1.221 0.474 1.243 0.7 2.3 2.5 -0.239
C -1.112 -3.429 0.170 -0.2 -0.1 0.0 -0.017
C -1.760 1.277 0.574 0.1 -1.8 -0.6 0.029
C 0.106 -2.674 -0.245 -0.1 -0.5 -0.2 -0.326
H -1.308 -3.302 1.240 -0.1 -0.1 -0.2 0.084
H 3.792 -0.227 -0.221 0.0 -0.1 0.1 0.094
H -1.505 -2.511 -2.472 0.1 0.0 -0.1 0.081
H -1.990 -3.095 -0.396 0.1 -0.1 0.2 0.078
C -0.620 3.772 -1.827 0.3 0.6 -0.4 -0.030
C -0.867 2.567 -1.216 3.5 0.0 0.6 -0.190
H 0.410 -2.875 2.508 0.3 0.1 0.0 0.084
C 0.293 1.570 -1.378 -1.5 -1.1 -0.3 -0.123
C 2.203 -1.664 -0.204 0.6 -1.4 -0.5 -0.355
C 1.719 -1.643 -1.546 0.1 -0.6 -0.4 -0.311
H 3.480 -1.755 -2.780 -0.4 0.0 0.1 0.107
C -0.464 -2.385 -2.775 0.0 -0.2 -0.2 -0.015
H 4.337 -1.898 -0.145 -0.2 0.0 0.1 0.103
C 2.543 -1.179 -2.700 0.2 0.3 -0.3 -0.024
C 0.116 3.777 -3.028 -0.4 1.3 1.0 -0.033
Re 0.405 -0.534 -0.195 0.4 5.6 1.6 1.318
C -2.917 3.385 0.012 0.2 -0.3 0.3 -0.017
H -2.936 2.188 -2.534 0.0 -0.2 0.2 0.109
H 1.987 -3.610 2.141 -0.2 0.3 -0.1 0.109
H 0.958 0.484 -3.194 0.0 0.2 0.1 0.062
C 0.617 1.418 -2.770 0.4 1.6 -2.5 -0.099
H -3.919 1.258 -1.397 0.3 -0.1 0.2 0.102
```
Forces are in eV/Å.

Summary:
- energy (Eh) = -1008.7900
- E_LUMO (alpha / beta) (eV) = -3.927 / -5.671
- highest occupied orbital energy (alpha / beta) (Ha) = -0.3654 / -0.4089
- net charge = +1
- multiplicity = 4
- frontier orbital gap (alpha / beta) (hartree) = 0.221 / 0.200

No. 4
C12H18F12Na2O9P2 as an isolated structure in a non-equilibrium geometry, computed with wB97M-V/def2-TZVPD.

Structure (XYZ):
```
55
Properties=species:S:1:pos:R:3:forces:R:3:nbo_charge:R:1
F 0.894 0.170 0.100 -0.1 0.2 -0.2 -0.565
Na -0.614 2.382 3.901 -0.9 -0.1 -0.5 0.987
C 1.488 0.462 -3.223 -0.2 0.0 -0.3 -0.629
O 5.381 0.073 -5.393 0.2 0.2 0.1 -0.567
C 2.759 -2.015 1.508 -0.4 0.0 0.5 0.074
C 1.702 -3.093 1.328 0.2 0.1 0.3 -0.632
O -2.510 -2.181 -2.262 0.6 0.0 -0.1 -0.498
C 4.680 -1.936 2.740 0.2 -0.1 0.0 0.972
H -3.177 -1.675 1.673 0.0 -0.2 -0.1 0.216
F -3.002 1.481 3.851 0.6 -0.3 0.1 -0.625
H 1.898 0.025 -2.313 0.4 0.1 -0.1 0.222
H 1.859 1.878 -4.781 0.0 -0.2 -0.2 0.177
O -4.396 -1.405 -1.406 -0.2 0.2 -0.6 -0.494
O 5.793 -2.146 3.100 -0.2 0.1 -0.1 -0.566
C 2.559 -1.115 2.756 -0.1 0.1 -1.7 -0.101
H -3.179 -0.107 -0.413 -0.2 0.1 0.3 0.188
O 3.879 -0.971 3.257 -0.3 -0.1 0.6 -0.497
F -1.083 1.025 -0.864 0.8 0.1 -0.5 -0.603
H -4.702 -0.954 1.373 -0.3 -0.1 -0.3 0.244
H 3.533 1.900 -2.319 0.1 0.0 0.0 0.191
H -2.021 -2.877 -0.357 -0.2 -0.2 -0.2 0.181
Na -1.291 3.613 -1.164 0.0 -0.4 0.4 0.994
F -2.733 3.387 2.611 0.3 0.0 0.2 -0.630
H 1.778 -3.508 0.327 -0.3 -0.1 0.0 0.229
F -1.284 2.447 0.820 0.1 -0.1 0.3 -0.617
F -4.502 1.972 2.190 0.3 0.0 0.2 -0.587
O 4.035 -2.606 1.766 0.2 -0.2 0.0 -0.491
C -3.420 -1.168 -0.385 -0.1 -0.5 0.3 0.071
C 3.498 2.099 -3.389 -0.2 0.1 -0.5 -0.092
C 4.532 0.668 -4.813 0.3 -0.6 -0.5 0.967
F -4.882 4.021 3.114 0.3 -0.1 0.3 -0.578
C -3.790 -1.829 -2.531 0.3 -0.2 0.4 0.972
C -2.194 -1.946 -0.898 -0.5 0.3 0.7 -0.094
F 0.668 2.455 -0.243 0.0 -0.2 -0.9 -0.616
H 3.339 3.155 -3.598 0.1 0.1 0.3 0.189
F 0.623 1.652 1.847 -0.4 -0.3 0.5 -0.614
O 3.231 0.342 -4.891 -0.4 0.2 0.2 -0.485
H 1.817 -1.554 3.425 0.5 0.0 0.5 0.180
H 1.111 -0.359 -3.833 -0.3 0.1 0.1 0.243
H -1.318 -1.318 -0.771 0.2 -0.2 -0.4 0.196
P -3.974 2.753 3.504 -1.1 0.3 -0.7 2.599
F -5.150 2.132 4.387 0.3 0.0 0.1 -0.571
H -4.404 -2.649 0.832 -0.1 0.0 0.0 0.220
O -4.272 -1.915 -3.609 -0.3 0.0 -0.2 -0.576
F -1.077 0.176 1.246 0.2 0.2 0.3 -0.567
F -3.341 3.517 4.782 0.0 0.1 0.2 -0.599
C 2.442 1.244 -4.110 0.0 -0.1 0.6 0.066
O 4.728 1.723 -4.009 0.0 0.2 0.4 -0.484
C -3.988 -1.650 0.939 0.8 0.6 0.3 -0.629
H 0.707 -2.693 1.538 0.0 0.2 -0.4 0.217
H 2.857 -1.410 0.605 0.0 0.0 0.0 0.186
P -0.196 1.258 0.483 -0.4 0.5 0.3 2.597
H 2.220 -0.140 2.413 -0.1 0.0 0.3 0.200
H 1.833 -3.890 2.062 0.3 0.0 0.0 0.227
H 0.660 1.100 -2.904 -0.1 -0.1 -0.1 0.201
```
Forces are in eV/Å.

Summary:
- energy (Eh) = -3351.5253
- E_LUMO (eV) = -2.129
- highest occupied orbital energy (Ha) = -0.4032
- multiplicity = 1
- frontier orbital gap (hartree) = 0.325

No. 5
One molecule with the formula C3H4O2 in a non-equilibrium geometry, computed with wB97M-V/def2-TZVPD.

Structure (XYZ):
```
9
Properties=species:S:1:pos:R:3:forces:R:3:nbo_charge:R:1
O 1.682 -0.451 -0.012 2.2 -5.1 2.5 -0.630
H -0.947 -1.901 -0.394 1.1 2.6 0.5 0.255
H -2.902 -0.412 -0.437 2.7 0.8 2.2 0.191
C -0.752 -0.769 -0.113 -2.8 1.1 2.4 -0.390
H -2.105 1.167 0.471 1.6 -3.4 -0.7 0.262
C 0.497 0.052 0.186 -1.3 5.2 -5.5 0.704
C -1.875 0.004 0.147 -2.9 -0.2 -3.0 -0.297
O 0.435 1.313 -0.151 0.0 -4.8 2.9 -0.580
H 1.785 -1.472 0.353 -0.6 3.8 -1.4 0.485
```
Forces are in eV/Å.

Summary:
- energy (Eh) = -267.0724
- E_LUMO (eV) = -0.017
- highest occupied orbital energy (Ha) = -0.3613
- multiplicity = 1
- frontier orbital gap (hartree) = 0.361
- structure (SMILES) = C=CC(=O)O

No. 6
One molecule with the formula C3H8N2O in a non-equilibrium geometry, computed with wB97M-V/def2-TZVPD.

Structure (XYZ):
```
14
Properties=species:S:1:pos:R:3:forces:R:3:nbo_charge:R:1
C 0.744 0.254 1.704 1.1 0.7 -0.8 -0.421
H -0.411 1.672 -0.140 0.0 0.1 -0.3 0.202
C -1.148 -0.152 -1.015 0.5 0.8 0.6 0.664
C 0.017 0.777 -0.595 -0.2 -1.4 -0.5 -0.325
H 1.190 1.222 1.970 -0.4 0.0 0.4 0.174
H 1.316 -0.503 2.233 -0.3 -0.2 0.2 0.203
H 1.872 0.509 0.045 0.3 -0.2 0.1 0.352
O -2.276 0.283 -1.139 0.0 -0.2 0.1 -0.616
N -0.844 -1.463 -1.194 -1.5 0.0 0.1 -0.834
H 0.034 -1.886 -1.367 0.7 0.1 0.4 0.409
H -0.307 0.275 1.969 -0.1 -0.3 -0.1 0.204
H 0.503 0.966 -1.559 0.1 0.6 0.2 0.213
N 0.986 0.077 0.252 -0.4 0.2 -0.1 -0.624
H -1.676 -2.030 -1.162 0.2 -0.3 -0.5 0.399
```
Forces are in eV/Å.

Summary:
- energy (Eh) = -303.8558
- E_LUMO (eV) = 0.941
- highest occupied orbital energy (Ha) = -0.3351
- multiplicity = 1
- frontier orbital gap (hartree) = 0.370
- structure (SMILES) = CNCC(N)=O

No. 7
A 2-piece molecular cluster, C3H8O2Se overall in a non-equilibrium geometry, computed with wB97M-V/def2-TZVPD.

Structure (XYZ):
```
14
Properties=species:S:1:pos:R:3:forces:R:3:nbo_charge:R:1
H -2.062 0.276 1.230 -0.2 -0.1 0.9 0.062
H -1.539 1.850 -1.457 0.7 0.9 0.0 0.223
C 1.507 -0.118 0.294 3.2 -0.7 -1.4 -0.010
H 2.364 0.270 -0.411 -1.3 -0.6 0.7 0.159
O -0.320 -1.600 0.423 -0.3 1.5 -0.4 -0.630
O 1.084 0.584 1.219 -1.5 1.2 0.8 -0.733
H -0.308 0.615 -1.275 -0.4 0.4 0.7 0.203
H -0.667 -0.696 0.734 0.3 -1.5 0.2 0.514
Se -2.629 0.279 -0.092 0.3 0.5 -0.3 0.039
H -0.543 1.809 0.173 -0.6 -0.5 -1.5 0.279
H 1.266 -2.160 -0.667 -0.5 1.1 -0.5 0.207
C 0.742 -1.264 -0.249 1.7 -2.1 1.9 0.216
H 2.103 -1.123 0.790 -0.7 0.2 -1.0 0.241
C -0.999 1.279 -0.713 -0.7 -0.3 0.0 -0.769
```
Forces are in eV/Å.

Summary:
- energy (Eh) = -2670.8532
- E_LUMO (eV) = -0.062
- highest occupied orbital energy (Ha) = -0.3223
- multiplicity = 1
- frontier orbital gap (hartree) = 0.320

No. 8
A 2-piece molecular cluster, C2H3I overall in a non-equilibrium geometry, computed with wB97M-V/def2-TZVPD.

Structure (XYZ):
```
6
Properties=species:S:1:pos:R:3:forces:R:3:nbo_charge:R:1
H 4.372 -0.319 -1.558 -0.2 0.2 0.6 0.104
C -1.792 -0.382 0.107 0.0 -0.9 -0.6 -0.241
H -1.174 -2.545 0.026 0.4 -1.1 -0.1 0.227
C -1.459 -1.549 0.019 -0.9 3.3 0.4 -0.232
H -2.175 0.649 0.045 0.6 -1.2 0.2 0.246
I 3.781 0.054 -0.076 0.2 -0.2 -0.6 -0.104
```
Forces are in eV/Å.

Summary:
- energy (Eh) = -375.6045
- E_LUMO (eV) = 0.594
- highest occupied orbital energy (Ha) = -0.3697
- multiplicity = 1
- frontier orbital gap (hartree) = 0.391
- structure (SMILES) = C#C.I